The following is a quantum chemistry calculation of a structure of composition C5H8O2 in a non-equilibrium geometry, from the Open Molecules 2025 dataset.

```
15
C5H8O2 (ωB97M-V/def2-TZVPD)
O 0.418 -0.577 -1.889
C -1.259 -0.639 -1.144
C -0.484 -0.647 0.088
C 1.196 0.697 0.145
C 0.579 0.858 1.505
C -0.782 0.367 1.093
O -1.869 0.882 1.271
H 0.680 -0.370 -2.813
H -1.847 -1.531 -1.441
H -1.887 0.265 -1.249
H 0.025 -1.585 0.273
H 2.246 0.347 0.119
H 1.081 1.536 -0.556
H 0.556 1.861 1.919
H 1.018 0.138 2.198
```

As for the energy above the lowest of the compared OMol25 structures with the same formula, charge and spin: 521.6 kJ/mol. As for the HOMO energy: -0.325 Eh. As for the max |F|: 2.203 eV Å⁻¹. Its orbital gap is 0.325 Ha. As for the energy: -9404.4261 eV.

Mulliken atomic charge list, values in e, 4 entries:
1. O -0.567
2. C -0.406
3. C -0.176
4. C -0.636